# 1
The following is a quantum chemistry calculation of an isolated ion of composition C28H25N2O and charge +1 in a non-equilibrium geometry, from the Open Molecules 2025 dataset.

Structure (ORCA input):
```
! wB97M-V def2-TZVPD RIJCOSX def2/J DEFGRID3
* xyz 1 1
C 1.69 -0.82 6.85
C 1.82 -1.17 5.39
C 3.05 -1.13 4.72
C 3.17 -1.61 3.42
C 2.04 -2.16 2.71
C 2.26 -2.86 1.45
C 1.15 -3.08 0.52
C -0.09 -3.62 0.90
C -1.08 -3.91 -0.06
C -0.84 -3.61 -1.41
O -1.76 -4.00 -2.41
C -2.86 -3.18 -2.72
C -2.88 -2.64 -4.01
C -3.85 -1.69 -4.33
C -4.83 -1.35 -3.39
C -4.83 -1.95 -2.13
C -3.85 -2.89 -1.79
C 0.37 -3.04 -1.83
C 1.35 -2.77 -0.84
C 0.77 -1.97 3.34
C 0.67 -1.54 4.66
H 0.69 -1.15 7.21
H 2.46 -1.33 7.46
H 1.77 0.26 7.04
H 3.93 -0.67 5.21
H 4.13 -1.56 2.87
H 3.19 -2.50 0.97
H -0.35 -3.83 1.93
H -2.07 -4.29 0.22
H -2.11 -2.93 -4.72
H -3.84 -1.23 -5.32
H -5.59 -0.59 -3.64
H -5.60 -1.69 -1.40
H -3.84 -3.38 -0.81
H 0.52 -2.75 -2.87
H 2.25 -2.25 -1.15
H -0.15 -2.10 2.75
H -0.32 -1.43 5.14
C 3.82 -4.74 -0.90
C 3.95 -4.93 0.55
N 3.36 -4.32 1.57
C 3.83 -4.90 2.76
C 4.73 -5.92 2.41
C 5.36 -6.69 3.33
C 5.11 -6.44 4.68
C 4.20 -5.43 5.07
C 3.54 -4.67 4.10
N 4.77 -5.90 1.01
H 3.08 -3.96 -1.12
H 4.79 -4.44 -1.32
H 3.49 -5.69 -1.34
H 6.06 -7.48 3.00
H 5.58 -7.01 5.48
H 4.00 -5.22 6.12
H 2.80 -3.89 4.32
H 5.29 -6.52 0.43
*
```

Computed properties:
Kohn-Sham gap	7.80	eV
F_max	0.057	hartree/bohr
M	405.52	g mol⁻¹
E_LUMO	-3.22	eV
HOMO energy	-11.020	eV
DFT total energy	-34462.68621	eV

***

# 2
The following is a quantum chemistry calculation of a 2-piece molecular cluster, C4H7N3 overall in a non-equilibrium geometry, from the Open Molecules 2025 dataset.

Structure (ORCA input):
```
! wB97M-V def2-TZVPD RIJCOSX def2/J DEFGRID3
* xyz 0 1
C -2.20 -0.57 0.21
C 1.60 -1.59 0.07
C 0.60 2.16 -0.41
C -0.05 -0.07 -0.53
N -1.36 -0.45 -0.71
N 0.87 -1.05 -0.79
N 0.27 1.15 -1.06
H -3.20 -0.87 -0.03
H -1.92 -0.37 1.26
H 2.30 -2.35 -0.25
H 1.53 -1.31 1.12
H 0.84 3.07 -0.95
H 0.65 2.15 0.68
H 0.07 0.08 1.39
*
```

Computed properties:
Kohn-Sham gap (spin up / spin down)	9.06 / 9.06	eV
F_max	0.070	hartree/bohr
M	97.12	g mol⁻¹
E_LUMO (spin up / spin down)	0.77 / 0.77	eV
HOMO energy (spin up / spin down)	-8.291 / -8.290	eV
DFT total energy	-8726.99366	eV

***

# 3
The following is a quantum chemistry calculation of an isolated ion of composition C3H6NO and charge +1 in a non-equilibrium geometry, from the Open Molecules 2025 dataset.

Structure (ORCA input):
```
! wB97M-V def2-TZVPD RIJCOSX def2/J DEFGRID3
* xyz 1 1
C 0.08 1.27 0.10
C -1.19 0.43 0.05
C 1.15 -0.80 0.00
N -0.39 -1.01 0.10
O 1.29 0.47 -0.05
H 0.12 2.05 -0.67
H 0.20 1.78 1.06
H -1.77 0.47 -0.86
H 1.89 -1.56 -0.12
H -0.62 -1.45 1.01
H -0.76 -1.65 -0.61
*
```

Computed properties:
Kohn-Sham gap (spin up / spin down)	8.51 / 5.20	eV
F_max	0.092	hartree/bohr
M	72.09	g mol⁻¹
E_LUMO (spin up / spin down)	-5.48 / -7.09	eV
HOMO energy (spin up / spin down)	-13.995 / -12.291	eV
DFT total energy	-6733.24670	eV

***

# 4
The following is a quantum chemistry calculation of C52H29HfI4N5O3S as an isolated structure in a non-equilibrium geometry, from the Open Molecules 2025 dataset.

Structure (ORCA input):
```
! wB97M-V def2-TZVPD RIJCOSX def2/J DEFGRID3
* xyz 0 1
Hf -0.28 0.12 -0.55
I 6.90 -4.19 -5.79
C 5.37 -3.22 -4.69
C 5.51 -3.06 -3.32
C 4.51 -2.43 -2.60
C 3.37 -1.96 -3.25
C 3.25 -2.13 -4.62
C 4.25 -2.76 -5.35
C 2.26 -1.31 -2.49
C 2.37 0.06 -2.22
C 3.50 0.89 -2.53
C 3.22 2.14 -2.06
C 1.91 2.07 -1.45
C 1.29 3.13 -0.76
C 2.12 4.36 -0.58
C 3.07 4.36 0.43
C 3.86 5.46 0.67
C 3.70 6.59 -0.12
I 4.90 8.29 0.23
C 2.76 6.61 -1.14
C 1.97 5.50 -1.37
C 0.07 3.11 -0.08
N -0.82 2.08 -0.03
C -1.85 2.43 0.79
C -2.95 1.63 1.10
C -3.99 2.21 2.00
C -3.94 1.98 3.37
C -4.89 2.52 4.22
C -5.90 3.30 3.69
I -7.35 4.15 4.97
C -5.98 3.53 2.32
C -5.02 2.99 1.49
C -3.14 0.30 0.68
C -4.29 -0.53 0.97
C -4.03 -1.76 0.44
C -2.72 -1.70 -0.16
N -2.23 -0.44 -0.01
C -2.05 -2.78 -0.76
C -0.78 -2.79 -1.36
C -0.16 -3.93 -1.97
C 1.04 -3.53 -2.46
C 1.17 -2.13 -2.15
N 0.06 -1.72 -1.48
C -2.75 -4.10 -0.71
C -2.70 -4.88 0.44
C -3.31 -6.13 0.48
C -3.98 -6.59 -0.64
I -4.87 -8.51 -0.60
C -4.06 -5.82 -1.78
C -3.44 -4.58 -1.82
C -1.61 3.77 1.27
C -0.44 4.19 0.73
N 1.43 0.81 -1.59
H 6.39 -3.43 -2.82
H 4.61 -2.31 -1.54
H 2.37 -1.77 -5.13
H 4.14 -2.88 -6.41
H 4.40 0.55 -3.02
H 3.84 3.01 -2.11
H 3.17 3.47 1.05
H 4.59 5.45 1.47
H 2.65 7.49 -1.76
H 1.24 5.52 -2.17
H -3.15 1.37 3.78
H -4.84 2.33 5.28
H -6.79 4.12 1.91
H -5.08 3.16 0.42
H -5.17 -0.22 1.49
H -4.67 -2.62 0.48
H -0.59 -4.91 -2.04
H 1.76 -4.12 -2.99
H -2.18 -4.52 1.31
H -3.26 -6.73 1.38
H -4.60 -6.18 -2.65
H -3.50 -3.97 -2.71
H -2.26 4.31 1.93
H 0.04 5.13 0.87
O 2.23 1.48 3.28
C 2.13 0.22 3.76
C 2.68 -0.13 4.98
C 2.56 -1.42 5.47
C 1.87 -2.38 4.74
C 1.32 -2.04 3.52
C 1.44 -0.75 3.01
C 0.83 -0.44 1.70
O 1.13 0.59 1.05
O -0.01 -1.24 1.20
H 2.72 2.03 3.91
H 3.21 0.61 5.58
H 2.99 -1.67 6.42
H 1.77 -3.38 5.13
H 0.78 -2.75 2.92
S -2.15 1.78 -4.72
C -1.63 1.10 -3.40
N -1.25 0.56 -2.41
*
```

Computed properties:
Kohn-Sham gap	5.64	eV
F_max	0.032	hartree/bohr
M	1490.01	g mol⁻¹
E_LUMO	-1.77	eV
HOMO energy	-7.410	eV
DFT total energy	-112538.50981	eV

***

# 5
The following is a quantum chemistry calculation of an isolated ion of composition C4H3O2S and charge -1 in a non-equilibrium geometry, from the Open Molecules 2025 dataset.

Structure (ORCA input):
```
! wB97M-V def2-TZVPD RIJCOSX def2/J DEFGRID3
* xyz -1 1
C 0.44 -0.07 -0.36
C -0.44 0.61 0.39
C -0.18 2.18 0.36
C -1.44 2.96 0.43
O 0.98 2.62 0.27
O -1.97 3.57 1.37
S -2.06 2.93 -1.15
H 0.50 -1.22 -0.17
H 1.23 0.50 -0.93
H -1.28 0.13 0.92
*
```

Computed properties:
Kohn-Sham gap	7.57	eV
F_max	0.051	hartree/bohr
M	115.13	g mol⁻¹
E_LUMO	3.83	eV
HOMO energy	-3.733	eV
DFT total energy	-19126.94642	eV

***

# 6
The following is a quantum chemistry calculation of C36H50Br2Cl2N2O14P2S as an isolated structure in a non-equilibrium geometry, from the Open Molecules 2025 dataset.

Structure (ORCA input):
```
! wB97M-V def2-TZVPD RIJCOSX def2/J DEFGRID3
* xyz 0 1
C 2.02 -1.99 2.56
C 1.07 -1.70 1.29
C 1.27 -0.35 0.33
C 1.35 0.79 1.49
O 0.90 0.72 2.79
O 1.99 2.15 1.50
C -0.24 -0.14 -0.38
C -1.38 0.35 0.75
O -2.76 -0.06 0.44
O -3.60 0.61 1.22
P -1.13 -1.74 -0.95
O -1.55 -2.79 0.14
C -0.24 1.03 -1.60
C 0.23 2.51 -1.05
N 0.17 3.72 -1.90
C -1.71 1.41 -2.17
Cl -2.66 2.72 -1.15
C -2.01 2.03 -3.60
C -3.44 1.34 -4.18
Cl -2.53 3.85 -3.63
C 0.90 0.48 -2.70
C 1.52 1.67 -3.65
P -0.03 -0.59 -4.07
S 0.20 -0.06 -5.89
C 2.05 -0.54 -2.13
C 3.27 -0.86 -3.18
C 3.05 -2.00 -4.34
O 3.92 -3.04 -4.52
N 2.47 -0.50 -0.64
C 3.57 0.52 -0.59
C 3.97 1.90 -1.12
C 4.89 2.11 -2.51
C 6.33 1.38 -2.52
C 5.28 3.75 -2.42
C 3.37 -1.69 -0.24
Br 4.99 -1.61 1.06
C 3.37 -3.10 -0.62
C 2.25 -3.81 -1.48
Br 4.79 -4.48 -0.05
H 2.69 -2.93 2.30
H 2.76 -1.14 2.89
H 1.46 -2.31 3.57
H 1.00 -2.71 0.69
H 0.01 -1.73 1.85
H -1.27 -0.13 1.81
H -1.40 1.48 0.97
H -3.35 0.44 2.18
H -2.44 -1.51 -1.59
H -0.52 -2.47 -2.03
H -0.12 2.83 0.01
H 1.35 2.25 -0.92
H -0.38 4.47 -1.41
H 1.11 4.15 -2.13
H -2.49 0.51 -2.06
H -1.32 1.90 -4.50
H -3.70 1.93 -5.19
H -3.31 0.23 -4.49
H -4.33 1.49 -3.42
H 0.70 2.39 -4.14
H 2.17 2.47 -3.04
H 2.20 1.34 -4.53
H 0.35 -2.01 -3.98
H -1.46 -0.69 -3.83
H 1.40 -1.54 -2.17
H 4.28 -1.27 -2.68
H 3.69 0.03 -3.80
H 2.21 -1.99 -5.17
H 4.59 0.00 -0.99
H 3.79 0.64 0.58
H 4.80 2.37 -0.38
H 3.28 2.84 -1.20
H 4.27 2.07 -3.50
H 6.29 0.20 -2.34
H 7.15 1.85 -1.79
H 6.80 1.50 -3.61
H 4.35 4.42 -2.25
H 6.11 3.82 -1.60
H 5.78 4.12 -3.44
H 2.42 -3.99 -2.62
H 1.14 -3.48 -1.30
H 2.15 -4.94 -1.08
C -8.78 0.91 0.98
C -9.54 1.97 0.69
C -8.94 3.30 0.40
O -9.66 4.25 0.12
C -7.47 3.43 0.48
C -6.71 2.37 0.78
C -7.32 1.03 1.03
O -6.59 0.07 1.29
O -5.34 2.48 0.86
O -10.92 1.87 0.63
H -9.21 -0.06 1.18
H -7.05 4.40 0.29
H -5.02 1.58 1.09
H -11.24 2.77 0.40
C -0.93 -3.33 7.10
C -1.05 -3.58 8.41
C 0.14 -3.91 9.25
O 0.00 -4.10 10.45
C 1.45 -3.99 8.58
C 1.57 -3.75 7.28
C 0.39 -3.39 6.44
O 0.53 -3.16 5.25
O 2.80 -3.83 6.65
O -2.28 -3.53 9.03
H -1.78 -3.09 6.48
H 2.30 -4.25 9.20
H 2.62 -3.61 5.70
H -2.10 -3.73 9.98
*
```

Computed properties:
Kohn-Sham gap	5.88	eV
F_max	0.222	hartree/bohr
M	1059.52	g mol⁻¹
E_LUMO	-1.66	eV
HOMO energy	-7.545	eV
DFT total energy	-264304.32662	eV

***

# 7
The following is a quantum chemistry calculation of a 10-piece molecular cluster, C34H95N7O10 overall in a non-equilibrium geometry, from the Open Molecules 2025 dataset.

Structure (ORCA input):
```
! wB97M-V def2-TZVPD RIJCOSX def2/J DEFGRID3
* xyz 0 1
C -6.58 -1.76 11.45
C -5.73 -2.04 10.20
C -4.35 -1.38 10.03
O -3.72 -1.73 8.82
C -2.25 -1.51 8.92
N -5.37 -3.50 10.31
H -7.44 -2.42 11.49
H -6.88 -0.72 11.46
H -6.04 -1.79 12.40
H -6.36 -1.80 9.35
H -3.76 -1.77 10.86
H -4.35 -0.30 10.17
H -2.07 -0.83 9.75
H -1.95 -1.07 7.96
H -1.78 -2.49 9.01
H -4.73 -3.44 9.52
H -6.17 -4.04 10.04
C -1.77 7.10 8.43
C -1.60 8.59 7.99
C -1.60 9.60 9.14
O -2.86 9.29 9.65
C -3.10 9.92 10.89
N -0.37 8.72 7.22
H -1.84 6.41 7.59
H -2.58 6.97 9.15
H -0.91 6.82 9.03
H -2.34 8.91 7.25
H -1.49 10.62 8.78
H -0.73 9.53 9.79
H -4.17 9.85 11.09
H -2.99 11.00 10.88
H -2.58 9.33 11.65
H -0.15 9.64 6.87
H -0.37 8.05 6.47
C 7.74 -2.73 -8.52
C 8.54 -3.07 -7.21
C 7.70 -4.07 -6.31
O 6.64 -3.63 -5.50
C 6.87 -2.69 -4.48
N 9.91 -3.49 -7.46
H 8.16 -1.83 -8.99
H 6.69 -2.54 -8.30
H 7.75 -3.52 -9.27
H 8.58 -2.11 -6.69
H 8.39 -4.59 -5.65
H 7.34 -4.86 -6.96
H 6.98 -1.63 -4.71
H 7.78 -2.93 -3.93
H 6.06 -2.69 -3.75
H 9.79 -4.29 -8.06
H 10.50 -2.81 -7.92
C 5.94 7.26 2.11
C 5.01 7.41 3.37
C 5.00 6.17 4.33
O 4.28 5.08 3.71
C 4.37 3.94 4.47
N 5.37 8.52 4.23
H 5.67 6.34 1.59
H 6.96 7.05 2.45
H 5.92 8.06 1.37
H 4.06 7.64 2.90
H 4.58 6.48 5.29
H 5.98 5.78 4.63
H 3.86 3.13 3.94
H 3.71 4.19 5.30
H 5.40 3.67 4.70
H 6.36 8.72 4.30
H 5.02 8.41 5.17
C -6.28 -7.30 -6.62
C -6.04 -6.46 -5.39
C -5.37 -5.11 -5.61
O -4.01 -5.28 -5.98
C -3.31 -4.08 -6.19
N -7.31 -6.44 -4.68
H -6.99 -8.13 -6.55
H -5.38 -7.69 -7.09
H -6.74 -6.54 -7.24
H -5.37 -7.05 -4.76
H -5.49 -4.63 -4.64
H -5.93 -4.53 -6.35
H -3.32 -3.49 -5.27
H -3.81 -3.48 -6.96
H -2.31 -4.28 -6.57
H -7.81 -5.56 -4.70
H -7.01 -6.55 -3.72
C 2.16 -8.80 -5.89
C 1.75 -8.84 -4.36
C 2.02 -7.57 -3.61
O 1.40 -7.63 -2.28
C 2.02 -6.70 -1.34
N 0.31 -8.91 -4.52
H 2.02 -7.79 -6.27
H 1.74 -9.53 -6.57
H 3.25 -8.77 -5.93
H 2.12 -9.73 -3.85
H 1.72 -6.67 -4.14
H 3.10 -7.55 -3.55
H 2.05 -5.65 -1.60
H 3.04 -6.92 -1.02
H 1.39 -6.80 -0.46
H 0.03 -8.67 -3.58
H -0.02 -8.06 -4.95
C 4.73 3.29 -7.22
C 3.46 3.27 -8.00
C 3.76 3.42 -9.51
O 4.39 2.32 -10.11
C 4.91 2.49 -11.40
N 2.79 1.99 -7.90
H 5.26 2.39 -7.52
H 4.44 3.31 -6.17
H 5.40 4.14 -7.40
H 2.83 4.08 -7.65
H 4.56 4.16 -9.63
H 2.90 3.81 -10.05
H 4.04 2.61 -12.03
H 5.50 1.60 -11.64
H 5.44 3.43 -11.55
H 3.08 1.42 -8.68
H 3.04 1.56 -7.02
C -5.31 -3.62 1.11
C -5.01 -5.10 1.38
O -6.09 -5.90 0.94
H -6.38 -3.45 1.22
H -4.94 -3.38 0.11
H -4.68 -2.94 1.69
H -4.72 -5.32 2.41
H -4.18 -5.53 0.82
H -5.70 -6.75 0.72
C -0.01 1.14 -0.07
C -0.79 1.95 0.98
O -0.16 3.27 1.12
H -0.10 1.63 -1.05
H -0.45 0.16 -0.27
H 1.04 0.97 0.14
H -0.75 1.42 1.93
H -1.82 1.98 0.64
H 0.75 3.35 1.41
C -7.11 4.35 3.35
C -8.04 3.41 2.68
O -9.37 3.80 3.09
H -7.52 5.30 3.00
H -6.04 4.23 3.15
H -7.17 4.48 4.43
H -7.82 2.39 2.98
H -8.02 3.55 1.60
H -9.69 4.42 2.43
*
```

Computed properties:
Kohn-Sham gap	9.13	eV
F_max	0.068	hartree/bohr
M	762.17	g mol⁻¹
E_LUMO	0.30	eV
HOMO energy	-8.830	eV
DFT total energy	-67694.05953	eV

***

# 8
The following is a quantum chemistry calculation of one molecule with the formula C10H12N2O5S in a non-equilibrium geometry, from the Open Molecules 2025 dataset.

Structure (ORCA input):
```
! wB97M-V def2-TZVPD RIJCOSX def2/J DEFGRID3
* xyz 0 1
C -3.53 -0.15 1.37
O -3.35 0.95 0.49
C -2.35 0.70 -0.47
C -1.35 1.86 -0.50
C -0.12 1.50 -1.33
C 0.76 0.43 -0.76
C 1.31 -0.55 -1.52
N 1.16 -0.69 -2.89
C 2.18 -1.60 -0.91
O 2.70 -2.44 -1.62
C 2.41 -1.63 0.56
S 3.39 -2.91 1.28
C 1.87 -0.65 1.30
O 2.02 -0.63 2.64
N 2.92 0.46 3.08
O 2.42 1.12 3.86
C 1.09 0.47 0.67
O 0.77 1.40 1.40
H -4.48 -0.02 1.87
H -2.73 -0.15 2.10
H -3.58 -1.09 0.83
H -2.82 0.68 -1.45
H -1.81 -0.23 -0.30
H -1.13 2.23 0.49
H -1.85 2.67 -1.02
H 0.49 2.40 -1.45
H -0.47 1.25 -2.33
H 0.83 0.14 -3.34
H 0.65 -1.52 -3.16
H 2.60 -3.99 1.11
*
```

Computed properties:
Kohn-Sham gap	7.69	eV
F_max	0.025	hartree/bohr
M	272.28	g mol⁻¹
E_LUMO	-1.58	eV
HOMO energy	-9.274	eV
DFT total energy	-34612.82956	eV

***

# 9
The following is a quantum chemistry calculation of an isolated ion of composition C3H3O4S and charge -1 in a non-equilibrium geometry, from the Open Molecules 2025 dataset.

Structure (ORCA input):
```
! wB97M-V def2-TZVPD RIJCOSX def2/J DEFGRID3
* xyz -1 3
C -0.08 -1.35 -0.47
C 0.16 1.37 -0.32
C -1.17 -0.84 0.45
O 2.27 -0.13 -0.91
O -0.39 2.26 0.27
O 1.70 -0.53 1.52
O -0.95 -0.28 -0.84
S 1.23 -0.21 0.06
H 0.50 1.31 -1.43
H -2.18 -1.51 0.50
H -1.09 -0.08 1.17
*
```

Computed properties:
Kohn-Sham gap (spin up / spin down)	4.83 / 6.45	eV
F_max	0.130	hartree/bohr
M	135.12	g mol⁻¹
E_LUMO (spin up / spin down)	4.07 / 1.78	eV
HOMO energy (spin up / spin down)	-0.758 / -4.669	eV
DFT total energy	-22177.59618	eV

***

- Number 5 is which compound?
  C4H3O2S

***

- Among the records above, which one has the highest DFT total energy?
  C3H6NO

***

- What is the F_max in the seventh record?
  0.068 hartree/bohr